Entry 1:
{"formula": "C3H10P2", "method": "ωB97M-V with the def2-TZVPD basis set", "e_homo_ev": [-8.713, -8.387], "total_charge": 0, "e_above_lowest_kcal_mol": 100.6, "e_lumo_ev": [-0.460, -0.448], "orbital_gap_ev": [8.25, 7.94], "mol_weight_da": 108.06, "spin_multiplicity": 1, "species": ["C", "C", "C", "P", "P", "H", "H", "H", "H", "H", "H", "H", "H", "H", "H"], "coordinates": [[-1.313, -2.948, -0.595], [-0.084, -0.169, 1.576], [-0.729, 1.415, -0.728], [2.270, 0.703, -0.318], [0.153, -0.131, -0.278], [-0.554, -3.691, -0.704], [-1.346, -2.667, 0.420], [-0.537, 0.906, 1.893], [-0.794, -0.924, 1.816], [0.793, -0.471, 2.186], [-0.349, 1.854, -1.613], [-1.785, 1.136, -1.083], [-0.559, 2.230, -0.069], [2.680, -0.298, -1.110], [2.591, -0.063, 0.801]], "forces_ev_per_a": [[-0.9, 0.6, -1.6], [-0.4, 2.6, 0.6], [-1.7, -1.4, -1.2], [-1.3, 0.9, 0.8], [0.9, 0.0, 0.4], [1.0, -0.6, -0.1], [0.0, 0.4, 1.7], [1.2, -2.6, -0.3], [-1.0, -0.4, 0.1], [-0.2, 0.7, -0.6], [0.9, -0.1, -1.4], [1.2, 0.8, 1.3], [-0.7, 0.5, 1.3], [0.7, -1.2, -1.3], [0.3, -0.1, 0.5]]}



Entry 2:
{"formula": "C16H21N4O", "method": "ωB97M-V with the def2-TZVPD basis set", "e_homo_ev": -10.485, "smiles": "CC[C@H](C)[C@@H]([NH3+])C(=O)N/N=C/c1ccc2ncccc2c1", "total_charge": 1, "e_lumo_ev": -3.313, "orbital_gap_ev": 7.17, "mol_weight_da": 285.37, "spin_multiplicity": 1, "species": ["C", "H", "H", "C", "H", "H", "C", "C", "H", "H", "H", "H", "C", "N", "H", "H", "H", "H", "C", "O", "N", "N", "C", "C", "C", "C", "C", "C", "C", "N", "C", "C", "C", "H", "H", "H", "H", "H", "H", "H", "H", "H"], "coordinates": [[4.628, 1.052, 2.332], [4.536, 0.743, 3.269], [4.526, 2.204, 2.136], [3.760, 0.207, 1.270], [2.680, 0.279, 1.347], [3.808, -0.908, 1.561], [3.923, 0.413, -0.012], [3.569, 1.980, -0.682], [2.536, 2.213, -0.299], [4.307, 2.627, -0.111], [3.579, 2.309, -1.617], [4.992, 0.567, -0.435], [3.395, -0.696, -1.223], [4.040, -1.747, -0.897], [4.316, -2.294, -1.927], [4.714, -1.851, -0.132], [3.148, -2.535, -0.459], [3.407, -0.239, -2.069], [1.997, -0.727, -0.819], [1.670, -1.926, -0.191], [0.946, 0.103, -1.073], [-0.477, 0.223, -0.629], [-1.000, -0.735, -0.201], [-2.486, -0.734, 0.095], [-3.156, 0.493, -0.716], [-4.459, 0.384, -0.306], [-5.334, 1.277, -0.683], [-6.657, 1.568, -0.501], [-7.317, 0.214, 0.239], [-6.496, -0.820, 0.565], [-5.190, -0.644, 0.248], [-4.467, -1.900, 0.570], [-3.055, -1.849, 0.533], [-2.525, -2.873, 0.795], [-4.990, -2.772, 1.147], [-8.261, 0.381, 0.344], [-7.315, 2.229, -0.920], [-4.879, 2.344, -0.868], [-2.663, 1.206, -0.908], [-0.627, -1.637, 0.175], [1.383, 0.909, -1.226], [5.493, 0.963, 2.278]], "forces_ev_per_a": [[-13.3, 4.2, -4.3], [-1.9, -0.9, 4.2], [-0.5, -2.2, 0.9], [-1.4, -2.6, 9.1], [-0.6, 0.7, 1.4], [0.5, 1.2, -0.4], [4.6, 5.1, -14.5], [-1.0, -1.6, 8.0], [0.9, 0.3, -0.1], [-1.1, -0.6, -0.6], [0.6, 0.1, -4.6], [-0.9, -1.2, 1.2], [-3.6, 8.1, 7.4], [2.8, -12.6, -3.0], [-0.1, 1.4, 4.2], [0.4, 0.8, -0.7], [0.0, 2.3, -0.6], [1.5, 2.5, -5.6], [-6.7, -8.0, 3.4], [2.4, 4.1, -2.3], [0.8, -3.7, 1.4], [6.1, 6.5, -4.2], [-5.8, -6.5, 4.6], [2.9, 6.1, -5.8], [-5.0, -15.6, 8.8], [0.1, -1.7, -0.6], [-3.6, 12.1, -2.1], [0.6, -9.0, 3.2], [9.5, 1.6, -2.6], [-3.9, 4.1, -1.1], [2.6, -7.4, 2.2], [-0.3, 1.1, 1.7], [-2.5, -4.4, 1.0], [-0.6, 2.6, -0.4], [0.8, 1.8, -1.7], [-6.0, -0.5, 1.4], [-1.0, 2.1, -0.7], [-0.1, -1.9, -0.9], [6.5, 9.9, -3.3], [1.6, -1.4, -0.2], [0.6, 5.1, -1.4], [14.2, -2.1, -2.4]]}



Entry 3:
{"formula": "C17H31N8O4", "method": "ωB97M-V with the def2-TZVPD basis set", "e_homo_ev": -5.042, "total_charge": -1, "e_lumo_ev": 2.346, "orbital_gap_ev": 7.39, "mol_weight_da": 411.49, "spin_multiplicity": 1, "species": ["C", "C", "C", "C", "C", "C", "C", "N", "C", "C", "C", "C", "C", "N", "C", "N", "N", "C", "O", "O", "C", "H", "H", "H", "H", "H", "H", "H", "H", "H", "H", "H", "H", "H", "H", "H", "H", "H", "H", "H", "H", "H", "H", "H", "C", "O", "N", "N", "H", "H", "H", "H", "C", "O", "N", "N", "H", "H", "H", "H"], "coordinates": [[4.273, -3.051, 3.423], [3.622, -2.416, 2.219], [3.992, -2.782, 0.930], [3.381, -2.186, -0.165], [2.385, -1.237, 0.019], [1.989, -0.867, 1.300], [0.888, 0.142, 1.522], [-0.170, 0.009, 0.526], [-1.393, 0.765, 0.842], [-2.042, 0.353, 2.176], [-3.515, -0.035, 1.990], [-3.605, -1.324, 1.176], [-3.159, -2.546, 1.981], [-2.591, -3.617, 1.132], [-1.201, -3.481, 0.961], [-0.352, -3.578, 1.898], [-0.794, -3.218, -0.389], [-1.237, 2.301, 0.733], [-2.245, 2.961, 1.069], [-0.151, 2.730, 0.258], [2.623, -1.464, 2.386], [5.115, -2.447, 3.763], [4.620, -4.053, 3.179], [3.552, -3.117, 4.235], [4.761, -3.532, 0.792], [3.682, -2.486, -1.160], [1.911, -0.808, -0.854], [1.324, 1.147, 1.515], [0.493, -0.039, 2.520], [0.184, 0.479, -0.302], [-2.102, 0.512, 0.051], [-1.966, 1.184, 2.876], [-1.507, -0.490, 2.617], [-4.021, 0.799, 1.507], [-3.976, -0.200, 2.969], [-3.025, -1.228, 0.259], [-4.641, -1.501, 0.868], [-2.402, -2.285, 2.715], [-4.013, -2.928, 2.544], [-3.021, -3.545, 0.218], [-0.835, -3.791, 2.770], [-0.165, -2.416, -0.333], [-0.200, -3.992, -0.673], [2.300, -1.179, 3.381], [-1.949, 4.919, -2.494], [-2.447, 5.506, -3.453], [-0.655, 4.483, -2.474], [-2.627, 4.634, -1.351], [-0.272, 4.002, -1.675], [-0.075, 4.641, -3.280], [-3.588, 4.908, -1.284], [-2.212, 4.131, -0.572], [1.775, 2.951, -5.375], [0.932, 3.631, -4.828], [2.973, 2.649, -4.784], [1.589, 2.426, -6.627], [3.678, 2.084, -5.215], [3.130, 3.011, -3.862], [0.716, 2.627, -7.078], [2.266, 1.856, -7.096]], "forces_ev_per_a": [[-0.2, 0.2, -0.2], [-0.1, 0.0, 0.1], [0.0, 0.1, 0.1], [0.1, -0.1, 0.2], [0.1, -0.1, -0.1], [0.0, -0.1, 0.0], [0.3, -0.2, 0.0], [-0.1, 0.0, 0.0], [0.1, -0.1, 0.3], [-0.1, 0.2, -0.1], [0.6, -0.2, 0.1], [-0.5, 0.0, 0.2], [-0.2, -0.3, 0.1], [0.0, 0.6, -0.1], [0.0, -0.2, 0.1], [0.0, 0.0, 0.0], [0.2, -0.3, 0.0], [0.3, 0.2, -0.2], [0.1, 0.0, 0.0], [-0.4, -0.1, -0.1], [0.0, 0.1, -0.3], [0.1, -0.1, 0.1], [0.1, 0.0, 0.1], [0.0, -0.1, 0.1], [0.0, 0.0, -0.1], [0.0, 0.1, -0.1], [-0.1, 0.1, 0.0], [-0.1, 0.1, 0.0], [-0.1, 0.1, 0.0], [0.0, 0.0, -0.1], [0.0, 0.1, -0.1], [0.0, 0.0, 0.1], [0.1, 0.0, -0.1], [-0.1, 0.0, -0.1], [-0.1, 0.1, 0.0], [0.2, -0.1, 0.0], [0.0, 0.1, -0.1], [0.0, 0.1, 0.0], [0.0, -0.1, 0.0], [0.0, -0.1, -0.1], [0.0, 0.0, 0.0], [-0.2, 0.2, 0.0], [0.0, 0.0, -0.1], [0.0, -0.1, 0.1], [0.3, -0.2, 0.1], [0.0, 0.1, 0.0], [0.1, 0.3, -0.1], [0.0, 0.0, 0.2], [-0.1, -0.1, 0.2], [-0.2, -0.2, 0.0], [0.0, 0.0, -0.1], [-0.2, 0.0, 0.1], [0.0, 0.0, 0.1], [0.1, 0.0, -0.2], [0.0, 0.1, 0.0], [0.0, 0.0, -0.1], [0.0, 0.0, 0.0], [0.0, 0.0, 0.0], [0.0, 0.0, 0.0], [0.0, 0.0, 0.0]]}